[1]
ORCA calculation (wB97M-V/def2-TZVPD) on a single C22H32N6O3 molecule at a distorted geometry.

Atoms and positions in Å:
O 0.03070 -2.36782 2.45648
O -4.01494 -0.83398 1.21241
O 5.13875 -1.52187 0.31513
N -2.89412 -0.32708 -0.67800
N -1.14434 2.08504 -0.27133
N 1.81974 -1.54230 -0.55096
N -0.69941 -1.86863 0.35740
N 1.36293 2.26488 1.13851
N -0.45868 -1.57151 -0.93595
C -2.33647 2.72536 -0.81075
C -2.56948 -3.39298 -0.06487
C 0.72824 -1.40551 -1.37816
C 0.29155 -2.06570 1.30821
C 2.85396 -1.95779 1.44311
C 5.33212 -1.18251 -0.98249
C -3.83629 0.67553 -1.11385
C -1.07695 2.21347 1.17714
C 0.03909 2.69830 -0.85175
C -2.07955 -2.15394 0.70762
C 0.95534 -1.06527 -2.80980
C 0.20962 1.61173 1.72658
C -3.86482 -3.94390 0.51396
C -3.07336 -1.00759 0.46437
C 2.60684 1.81259 1.73822
C 3.15861 -1.40353 -0.75534
C 4.17069 -1.09203 -1.69346
C 3.80891 -1.65739 0.46094
C 1.63512 -1.87497 0.79494
C -3.65081 2.03956 -0.44675
C 1.31174 2.07378 -0.29494
C 3.79229 2.68668 1.34570
H 2.82117 0.75921 1.48567
H 2.99620 -2.19388 2.47660
H -2.70551 -3.12264 -1.11452
H -4.83594 0.30653 -0.86423
H 3.53529 3.73433 1.47560
H 0.23365 1.75802 2.80852
H 1.33219 1.00080 -0.55564
H 4.64248 2.45081 1.98050
H -1.12538 3.27552 1.47643
H -4.21988 -4.77909 -0.08512
H -2.00822 -0.41368 -1.15709
H -2.07636 -2.36956 1.78133
H 1.58803 -1.81973 -3.27542
H 2.17246 2.55998 -0.75654
H 0.21760 0.52493 1.53068
H -1.79162 -4.15940 -0.01002
H 0.00168 -1.02488 -3.32591
H -2.23784 2.72768 -1.90138
H -3.70499 -4.29008 1.53201
H -4.46688 2.68732 -0.77323
H -3.74913 0.77175 -2.19883
H 2.47337 1.87084 2.82144
H -1.92019 1.68355 1.62168
H 4.08814 2.52299 0.31233
H 1.45389 -0.10031 -2.89316
H 0.06609 3.78298 -0.64472
H 4.07780 -0.83887 -2.72894
H -3.73976 1.91347 0.63084
H 0.00828 2.55479 -1.93624
H -2.38836 3.77991 -0.47985
H 6.34737 -1.02812 -1.29009
H -4.63264 -3.17582 0.53497

SMILES string: CC[C@H](C(=O)NCCCN1CCN(CC)CC1)n1nc(C)n2c(cc3occc32)c1=O
Relative energy (zero: lowest compared OMol25 entry of this formula, charge and spin): 185.7 kJ/mol

[2]
ORCA calculation (wB97M-V/def2-TZVPD) on a molecular structure, C21H20Cl3F5KNO5P2S.

Atoms and positions in Å:
K -0.14460 0.81141 -1.49034
Cl -3.26948 -0.44175 -1.68472
Cl -5.84164 0.85559 -1.72879
Cl -4.00328 1.37891 0.44736
S 5.33131 1.68310 1.53546
P 0.05185 2.21299 1.59442
P -0.97075 -0.84887 1.53417
F 1.35399 -2.79711 -1.79634
F -0.81139 -2.78103 -2.27832
F -0.22880 -1.81381 -4.77341
F 1.88836 -1.80259 -4.29504
F 0.77979 -3.65878 -4.27080
O 5.22184 2.02518 2.94076
O 2.21894 1.53546 -0.35901
O 6.62313 1.93442 0.93759
O -4.26633 3.25750 -2.26977
O -2.25215 2.23114 -2.24120
N 4.11905 2.30330 0.68352
C 0.69888 -2.33799 -3.94186
C 4.89432 -0.02958 1.32410
C -0.56357 -2.52160 0.90298
C 0.96914 0.91272 2.53482
C -2.15871 -1.34870 2.85409
C -4.12333 1.07100 -1.31460
C -1.31234 2.55308 2.79655
C 4.86772 -2.39276 1.44966
C 3.75540 -0.04806 0.54912
C 2.15923 1.20633 3.20239
C -3.47242 2.34682 -2.05872
C 1.25178 -1.39741 3.19069
C 2.43572 -1.09117 3.84245
C 2.89359 0.21592 3.83738
C 5.47508 -1.18870 1.79625
C 1.08635 3.69235 1.92343
C 3.72876 -2.41905 0.64789
C 0.51646 -0.41999 2.52334
C 3.29609 1.34989 0.21504
C 0.36933 -2.01827 -2.49228
C 3.15580 -1.23973 0.18709
H 0.31679 -2.49077 0.26467
H 3.28489 -3.36713 0.36985
H 0.57291 4.54699 1.47815
H 3.01176 -1.87419 4.32122
H 2.57362 2.20529 3.18614
H 5.29581 -3.32664 1.79553
H 0.91125 -2.42661 3.17227
H 1.23817 3.88688 2.98819
H -2.43758 -0.49160 3.46678
H -1.84779 3.44617 2.46814
H -0.41738 -3.25778 1.69751
H -1.73777 -2.12365 3.50013
H 6.36843 -1.16103 2.40734
H 3.84494 0.47985 4.28225
H -0.93877 2.70377 3.81237
H -3.06090 -1.72931 2.37120
H -1.38842 -2.84746 0.26626
H 2.05166 3.58042 1.42642
H 2.28712 -1.24894 -0.45890
H -2.02259 1.72708 2.78941

Relative energy (zero: lowest compared OMol25 entry of this formula, charge and spin): 0.0 kJ/mol
Net charge: -2

[3]
ORCA calculation (wB97M-V/def2-TZVPD) on a single C4H8N2 molecule at a distorted geometry.

Atoms and positions in Å:
N 0.63670 -0.61549 -1.88542
N 1.22825 -0.37736 0.40328
C -1.73405 1.19190 -0.55003
C 0.37626 -0.21836 -0.61236
C 0.34036 -0.55981 1.88973
C -0.84565 0.27125 -0.25979
H 1.54346 -1.02927 -2.04884
H -1.69765 1.76493 -1.47613
H 0.02216 -0.25505 -2.60057
H -0.13202 -1.53716 1.86045
H 1.96645 0.32934 0.40313
H -0.33010 0.22941 2.22181
H 1.20618 -0.56258 2.54770
H -2.58035 1.36825 0.10705

SMILES string: C=C=C(N)NC
Relative energy (zero: lowest compared OMol25 entry of this formula, charge and spin): 390.9 kJ/mol

[4]
ORCA calculation (wB97M-V/def2-TZVPD) on 2 unconnected molecules or ions with the total composition C3H10NO2 at a distorted geometry.

Atoms and positions in Å:
O 2.78040 -0.10128 0.80895
O -1.56202 1.53846 0.34644
N 0.41442 -0.02779 -0.68377
C 0.02924 -0.81860 -1.84621
C -0.33277 -0.51326 0.68967
C -1.73357 0.29931 0.70205
H -0.51998 -1.66883 0.66869
H 0.44962 -1.84057 -1.65396
H -0.13385 0.87685 -0.72210
H 2.26870 -0.03170 0.01206
H -2.17950 0.03049 1.71776
H 2.36584 -0.70185 1.42444
H -1.06266 -0.99241 -2.00715
H -2.27950 -0.26155 -0.05106
H 0.20154 -0.26637 1.58051
H 0.46438 -0.25164 -2.69890

Relative energy (zero: lowest compared OMol25 entry of this formula, charge and spin): 159.0 kJ/mol
Net charge: -1

[5]
ORCA calculation (wB97M-V/def2-TZVPD) on a single C25H27N5O3S molecule at a distorted geometry.

Atoms and positions in Å:
S 0.76268 2.94885 -0.30956
O -6.20374 0.15122 1.50164
O -5.90300 -2.28754 0.67447
O -2.72265 3.39212 0.32209
N 0.81255 -0.29022 -2.36818
N 0.25946 0.88426 -2.01687
N 2.10018 0.62619 -0.85121
N -2.19194 1.52941 -0.90116
N 3.46011 -3.39548 -0.09967
C -2.97982 -0.71963 -0.94513
C -6.42313 1.45790 1.97434
C 1.30650 -2.86446 -0.04599
C 1.02995 1.43476 -1.11325
C 4.52081 0.22271 1.89825
C 3.94774 2.01450 -0.13259
C 2.81490 -1.62033 -1.75438
C -5.12364 -0.06876 0.70396
C -3.13867 0.58197 -0.49578
C 5.31122 1.35424 1.74577
C -0.80035 3.46409 -1.10228
C 1.54539 -3.85839 0.92167
C 5.00595 2.24678 0.72266
C 6.46690 1.62446 2.65825
C -2.02166 2.79416 -0.46793
C 4.85098 -3.41903 -0.44948
C -5.78740 -3.62357 0.25887
C 2.87720 -4.16163 0.86224
C 2.50474 -2.59719 -0.66066
C -4.21555 0.90439 0.32880
C 3.45224 -0.02080 1.05466
C -3.88591 -1.69978 -0.56994
C 1.90064 -0.45464 -1.68018
C 3.17100 0.87384 0.03187
C -4.95908 -1.39676 0.25030
H 7.39439 1.68068 2.08965
H -4.31607 1.92049 0.66696
H -5.84835 -3.71564 -0.83117
H 6.33128 2.57885 3.16470
H -7.32514 1.40150 2.58191
H -0.85554 4.53865 -0.93219
H -6.62982 -4.14548 0.71046
H 6.56431 0.84383 3.40792
H 4.73421 -0.47764 2.69252
H 2.83142 -0.89279 1.19198
H 3.71865 2.71005 -0.92559
H -1.47517 1.16473 -1.53782
H -6.58262 2.16225 1.15154
H 5.33548 -2.47068 -0.19595
H 3.45286 -4.86625 1.42973
H 4.97962 -3.60374 -1.51838
H 5.34295 -4.21702 0.10389
H -2.14903 -0.97156 -1.58732
H 5.60756 3.13440 0.59482
H -4.85303 -4.07694 0.60783
H -3.73828 -2.70509 -0.93014
H -0.71391 3.24023 -2.16414
H 0.36630 -2.40020 -0.26989
H -5.59014 1.80946 2.59132
H 0.82031 -4.29406 1.57942
H 2.67890 -2.08825 -2.73396
H 3.84736 -1.27031 -1.66802

SMILES string: COc1ccc(NC(=O)CSc2nnc(Cc3cccn3C)n2-c2ccc(C)cc2)cc1OC
Relative energy (zero: lowest compared OMol25 entry of this formula, charge and spin): 287.6 kJ/mol

[6]
ORCA calculation (wB97M-V/def2-TZVPD) on a molecular structure, C4H13N3O at a distorted geometry.

Atoms and positions in Å:
O 1.25039 -0.77780 -0.41833
N 1.72681 1.17591 1.39583
N 0.42218 1.41451 1.55179
N -0.55966 0.42572 -1.14619
C 0.16371 1.10002 -2.21548
C 0.01479 -0.69930 -0.52434
C -0.84576 -1.94776 -0.52437
C -0.55115 -0.13516 1.94932
H -1.86009 -1.73840 -0.18225
H 1.21980 1.12088 -1.95859
H -0.89375 -2.33467 -1.54087
H -0.56145 0.21890 2.98187
H -1.55853 0.37741 -1.28600
H -0.18994 2.13477 -2.28902
H 1.93393 0.39531 0.72549
H -1.60165 -0.18947 1.66443
H 0.03061 1.51922 0.60455
H -0.40261 -2.70405 0.11934
H 2.20442 1.10634 2.28965
H 0.01425 -1.06812 1.98779
H 0.04367 0.60573 -3.18462

Relative energy (zero: lowest compared OMol25 entry of this formula, charge and spin): 383.6 kJ/mol

[7]
ORCA calculation (wB97M-V/def2-TZVPD) on a single C2H5N3O molecule at a distorted geometry.

Atoms and positions in Å:
O -0.80582 0.74538 -0.24125
N 2.52853 -0.16275 0.05356
N 1.05799 -0.46294 -0.42602
N -1.43112 -0.46071 0.11907
C -2.70134 -0.25090 -0.06105
C 0.56381 0.69183 0.03052
H 1.14200 1.62038 0.45899
H -3.21020 -1.21825 0.09267
H -3.02457 0.72128 -0.23125
H 3.24524 -0.54213 -0.76359
H 2.63547 -0.68119 0.96836

SMILES string: C=NO/C=N/N
Relative energy (zero: lowest compared OMol25 entry of this formula, charge and spin): 577.5 kJ/mol

[8]
ORCA calculation (wB97M-V/def2-TZVPD) on 2 unconnected molecules or ions with the total composition C5H9NO2S at a distorted geometry.

Atoms and positions in Å:
S -2.59126 -0.37952 -0.11140
O -2.10200 -0.85876 -1.36726
O -1.43732 0.29194 0.91002
N -2.10998 2.51497 0.57272
C -2.05823 1.27816 0.30329
C 0.18957 -0.41220 -1.40992
C 1.81811 0.60124 0.11395
C 0.81530 -0.43897 -0.23608
C 0.75859 -1.64976 0.63205
H 2.65073 0.23331 0.83673
H 1.46849 1.56851 0.39657
H 2.28980 0.62069 -0.85193
H 0.06960 -2.29552 0.08849
H -0.34325 -1.24171 -1.69787
H -1.35184 2.89225 1.21075
H 0.15180 -1.20927 1.47491
H 1.75633 -2.00908 0.99406
H 0.02554 0.49371 -1.85908

Relative energy (zero: lowest compared OMol25 entry of this formula, charge and spin): 543.7 kJ/mol

- The highest relative energy (zero: lowest compared OMol25 entry of this formula, charge and spin) belongs to which entry?
  C2H5N3O

- Which formula does entry 3 have?
  C4H8N2

- Number 8 is which compound?
  C5H9NO2S

- Number 7 is which compound?
  C2H5N3O